No. 1
The following is a DFT calculation (ωB97M-V with the def2-TZVPD basis set) of C2H2NO2S2 as an isolated structure in a non-equilibrium geometry.

The geometry in ORCA input format:
```
! RIJCOSX wB97M-V def2-TZVPD def2/J DEFGRID3
* xyz 1 1
C -0.5914 -0.3887 -0.8957
C 0.0611 0.1910 0.1235
N -3.1237 0.2106 0.2917
O -3.7432 1.1701 0.5798
O 0.7724 0.2591 1.1533
S -1.2078 1.2268 -0.5509
S -3.1044 -1.2761 -0.0405
H -0.3681 -0.8470 -1.7335
H 0.6333 1.1454 1.5048
*
```

Results
- E_HOMO: -13.7 eV
- Energy: -29348.2194 eV
- Energy relative to the best compared isomer or geometry (same formula, charge and spin): 2.080 eV
- M: 136.18 u
- F_max: 0.0986 hartree/bohr
- LUMO energy: -0.226 Ha
- HOMO-LUMO gap: 7.583 eV

Atom-resolved charges from Mulliken, all expressed in e: number 1, C, carries -0.580; number 2, C, carries 0.647; number 3, N, carries 0.467; number 4, O, carries -0.390; number 5, O, carries -0.319; number 6, S, carries 0.085; number 7, S, carries 0.205; number 8, H, carries 0.470; number 9, H, carries 0.414

No. 2
The following is a DFT calculation (ωB97M-V with the def2-TZVPD basis set) of C4H9Br2NO as an isolated structure in a non-equilibrium geometry.

The geometry in ORCA input format:
```
! RIJCOSX wB97M-V def2-TZVPD def2/J DEFGRID3
* xyz 0 1
Br -4.6101 -1.8917 2.1040
Br -3.0920 0.8487 2.7439
C -4.0955 -0.1630 1.4685
H -3.4890 -0.2846 0.5504
H -5.0062 0.4049 1.1973
O 0.4038 0.2500 -1.8190
C 1.3714 0.5403 -1.1217
N 1.9402 -0.3660 -0.2790
C 2.0187 1.9090 -1.1270
C 1.4195 -1.7152 -0.1750
H 2.7456 -0.0857 0.2859
H 3.0753 1.8455 -1.4372
H 1.4811 2.5569 -1.8396
H 1.9729 2.3720 -0.1269
H 2.0221 -2.2777 0.5579
H 1.4722 -2.2348 -1.1465
H 0.3699 -1.7083 0.1638
*
```

Results
- E_HOMO: -9.7 eV
- Energy: -147916.7122 eV
- Energy relative to the best compared isomer or geometry (same formula, charge and spin): 0.451 eV
- M: 246.93 u
- F_max: 0.0276 hartree/bohr
- LUMO energy: 0.022 Ha
- HOMO-LUMO gap: 10.322 eV

Atom-resolved charges from Mulliken, all expressed in e: number 1, Br, carries -0.066; number 2, Br, carries -0.067; number 3, C, carries -0.427; number 4, H, carries 0.264; number 5, H, carries 0.295; number 6, O, carries -0.634; number 7, C, carries 0.686; number 8, N, carries -0.172; number 9, C, carries -1.081; number 10, C, carries -0.737; number 11, H, carries 0.251; number 12, H, carries 0.318; number 13, H, carries 0.282; number 14, H, carries 0.309; number 15, H, carries 0.316; number 16, H, carries 0.247; number 17, H, carries 0.216

No. 3
The following is a DFT calculation (ωB97M-V with the def2-TZVPD basis set) of a 2-piece molecular cluster, BrH3NOP overall in a non-equilibrium geometry.

The geometry in ORCA input format:
```
! RIJCOSX wB97M-V def2-TZVPD def2/J DEFGRID3
* xyz 0 1
N 1.1549 -0.5677 0.1701
O -1.9058 0.4408 1.3710
P 2.0002 0.1846 -0.9034
Br 1.3123 -0.2814 -3.0078
H 0.5838 -1.4370 0.0496
H -1.9984 0.9031 0.4593
H -1.1470 0.7576 1.8613
*
```

Results
- E_HOMO: -10.4 eV
- Energy: -82917.4374 eV
- Energy relative to the best compared isomer or geometry (same formula, charge and spin): 1.443 eV
- M: 143.91 u
- F_max: 0.0578 hartree/bohr
- SMILES: [H]/N=P\Br.O
- LUMO energy: -0.032 Ha
- HOMO-LUMO gap: 9.529 eV

Atom-resolved charges from Mulliken, all expressed in e: number 1, N, carries -0.398; number 2, O, carries -0.661; number 3, P, carries 0.333; number 4, Br, carries -0.192; number 5, H, carries 0.270; number 6, H, carries 0.328; number 7, H, carries 0.321

No. 4
The following is a DFT calculation (ωB97M-V with the def2-TZVPD basis set) of a 2-piece molecular cluster, C30H30O3P overall in a non-equilibrium geometry.

The geometry in ORCA input format:
```
! RIJCOSX wB97M-V def2-TZVPD def2/J DEFGRID3
* xyz 1 1
C 2.6392 -1.4656 -2.7610
O 2.8846 -0.7807 -1.5095
C 2.4475 0.4311 -1.2436
C 3.4238 1.4326 -0.9466
C 3.0163 2.7847 -0.9904
C 3.9423 3.7986 -0.7968
C 5.2954 3.4966 -0.5916
C 5.7155 2.1569 -0.5727
C 4.8024 1.1249 -0.7362
H 3.3704 -2.2769 -2.7873
H 1.6212 -1.8756 -2.7623
H 2.7860 -0.7935 -3.6169
H 1.4270 0.6962 -1.5568
H 1.9599 2.9792 -1.1653
H 3.6161 4.8369 -0.8138
H 6.0246 4.2976 -0.4593
H 6.7713 1.9218 -0.4271
H 5.1108 0.0796 -0.7137
C 1.9447 3.1438 3.9036
C 1.2399 1.8450 3.6154
O 1.0189 1.7665 2.1830
C 0.2363 0.6955 1.8614
C -0.1127 0.6281 0.4465
P -1.4507 -0.4562 0.1289
C -0.8309 -2.1433 0.3355
C -1.5507 -3.1963 0.9229
C -0.9747 -4.4696 0.9917
C 0.3175 -4.6922 0.5003
C 1.0561 -3.6258 -0.0255
C 0.4868 -2.3541 -0.0764
C -3.0647 -0.4632 0.9703
C -4.1289 -1.2071 0.4179
C -5.3582 -1.2871 1.0746
C -5.5548 -0.5946 2.2744
C -4.5186 0.1778 2.8068
C -3.2788 0.2427 2.1635
C -1.9439 -0.2290 -1.6025
C -1.6883 -1.1877 -2.5940
C -2.1158 -0.9541 -3.9050
C -2.7769 0.2326 -4.2317
C -3.0205 1.1935 -3.2446
C -2.5933 0.9703 -1.9342
O -0.1465 -0.0980 2.7382
H 2.1170 3.2224 4.9776
H 2.9111 3.2055 3.3967
H 1.3302 3.9958 3.6008
H 1.8457 0.9869 3.9391
H 0.2751 1.8264 4.1396
H -0.0002 1.5433 -0.1258
H -2.5490 -3.0222 1.3263
H -1.5434 -5.2901 1.4315
H 0.7542 -5.6909 0.5378
H 2.0720 -3.7690 -0.3957
H 1.0624 -1.4952 -0.4181
H -3.9919 -1.7314 -0.5326
H -6.1591 -1.8922 0.6475
H -6.5138 -0.6560 2.7912
H -4.6642 0.7330 3.7347
H -2.4621 0.8249 2.5916
H -1.1756 -2.1162 -2.3350
H -1.9314 -1.7086 -4.6703
H -3.1009 0.4147 -5.2577
H -3.5465 2.1163 -3.4875
H -2.7754 1.7210 -1.1614
*
```

Results
- E_HOMO: -10.7 eV
- Energy: -47020.0766 eV
- M: 469.54 u
- F_max: 0.0438 hartree/bohr
- LUMO energy: -0.187 Ha
- HOMO-LUMO gap: 5.568 eV

Atom-resolved charges from Mulliken, all expressed in e: number 1, C, carries -0.531; number 2, O, carries -0.262; number 3, C, carries -0.272; number 4, C, carries 0.938; number 5, C, carries -0.247; number 6, C, carries -0.727; number 7, C, carries -0.367; number 8, C, carries -0.593; number 9, C, carries -0.354; number 10, H, carries 0.265; number 11, H, carries 0.234; number 12, H, carries 0.340; number 13, H, carries 0.538; number 14, H, carries 0.315; number 15, H, carries 0.425; number 16, H, carries 0.428; number 17, H, carries 0.401; number 18, H, carries 0.455; number 19, C, carries -1.226; number 20, C, carries -0.176; number 21, O, carries -0.256; number 22, C, carries -0.233; number 23, C, carries -0.727; number 24, P, carries 2.788; number 25, C, carries -0.021; number 26, C, carries -0.790; number 27, C, carries -0.694; number 28, C, carries -0.632; number 29, C, carries -0.682; number 30, C, carries 0.149; number 31, C, carries -0.143; number 32, C, carries -0.499; number 33, C, carries -0.618; number 34, C, carries -0.514; number 35, C, carries -0.645; number 36, C, carries -0.395; number 37, C, carries 0.019; number 38, C, carries 0.061; number 39, C, carries -0.861; number 40, C, carries -0.434; number 41, C, carries -0.759; number 42, C, carries -0.308; number 43, O, carries -0.651; number 44, H, carries 0.402; number 45, H, carries 0.295; number 46, H, carries 0.294; number 47, H, carries 0.300; number 48, H, carries 0.289; number 49, H, carries 0.904; number 50, H, carries 0.411; number 51, H, carries 0.423; number 52, H, carries 0.393; number 53, H, carries 0.436; number 54, H, carries 0.054; number 55, H, carries 0.438; number 56, H, carries 0.399; number 57, H, carries 0.393; number 58, H, carries 0.406; number 59, H, carries 0.276; number 60, H, carries 0.500; number 61, H, carries 0.425; number 62, H, carries 0.398; number 63, H, carries 0.417; number 64, H, carries 0.406